The following is a DFT calculation (ωB97M-V/def2-TZVPD) of one molecule with the formula C4H6N2O.

Last column: natural (NBO) charge in e.
Geometry (Å):
O: 0.67229 0.58041 1.00846  -0.504
N: -0.35580 -1.09368 0.04764  -0.641
N: 0.75694 -1.21274 2.12787  -0.705
C: -0.12566 0.81598 -1.35429  -0.374
C: -0.55304 -0.46091 -1.08266  0.029
C: 0.36922 1.56228 -0.08001  -0.088
C: 0.40810 -0.67753 1.10744  0.690
H: 0.19932 -2.12933 2.34882  0.343
H: -1.25449 -1.04157 -1.81451  0.209
H: -0.47755 -2.08221 -0.21730  0.404
H: 1.19743 2.35717 -0.15092  0.214
H: -0.52038 2.14523 0.44894  0.187
H: -0.31638 1.23689 -2.38947  0.238

Forces on the atoms, in the same order (eV/Å):
1.88 4.59 -1.11
-1.09 -4.69 0.81
-0.46 -5.40 5.00
-0.57 -0.90 0.43
-1.24 3.62 -4.81
-1.71 0.53 0.82
-1.81 1.61 -3.42
1.79 1.99 -0.91
1.79 1.16 1.11
0.39 0.43 1.74
-0.85 -1.80 -0.02
1.56 -0.95 -1.45
0.34 -0.20 1.81

Structure (SMILES): [H]/N=C1\NC=CCO1
Energy above the lowest of the compared OMol25 structures with the same formula, charge and spin (kJ/mol): 307.54
LUMO level (eV): 0.6
Electronic energy (a.u.): -340.67777
Kohn-Sham gap (eV): 8.99
Strongest force on any atom (eV Å⁻¹): 7.37



The following is a DFT calculation (ωB97M-V/def2-TZVPD) of a 2-piece molecular cluster, C4H6N2O overall.

Last column: natural (NBO) charge in e.
Geometry (Å):
O: -2.22209 0.05234 1.70826  -0.501
N: 0.38288 0.80759 -0.56316  -0.280
N: 1.67052 0.65772 -0.22508  -0.332
C: 2.05814 -0.63622 -0.15541  -0.053
C: -2.52142 0.88323 0.88907  0.273
C: -0.05819 -0.43320 -0.71420  -0.053
C: 0.94964 -1.38709 -0.46896  -0.345
H: -1.89086 1.76724 0.68378  0.126
H: -1.09118 -0.60768 -0.98523  0.205
H: 3.06991 -0.91345 0.10423  0.220
H: -3.44547 0.79552 0.28016  0.100
H: 2.22760 1.47695 -0.04666  0.407
H: 0.87052 -2.46295 -0.50680  0.233

Forces on the atoms, in the same order (eV/Å):
-0.20 0.37 -0.29
0.00 -0.26 -0.04
0.18 0.05 0.05
-0.05 0.04 -0.01
0.06 -0.18 0.21
-0.07 0.03 -0.06
0.03 0.01 0.00
-0.02 -0.11 0.08
0.18 0.00 0.01
-0.15 0.04 -0.02
0.08 -0.04 0.10
-0.07 -0.11 -0.03
0.03 0.15 0.00

Structure (SMILES): c1cn[nH]c1.C=O
Energy above the lowest of the compared OMol25 structures with the same formula, charge and spin (kJ/mol): 199.64
LUMO level (eV): 1.0
Electronic energy (a.u.): -340.71887
Kohn-Sham gap (eV): 10.54
Strongest force on any atom (eV Å⁻¹): 0.51



The following is a DFT calculation (ωB97M-V/def2-TZVPD) of one molecule with the formula C4H6N2O.

Last column: natural (NBO) charge in e.
Geometry (Å):
O: 0.08966 -1.30054 0.43604  -0.401
N: -0.94126 -0.60085 0.81636  -0.316
N: -2.73106 0.85159 -0.27353  -0.655
C: 2.17740 1.37143 0.26304  -0.235
C: 1.69619 0.35575 -0.21282  -0.070
C: 1.20950 -0.99045 -0.44954  -0.167
C: -1.84070 -0.04052 -0.32020  0.228
H: -2.96358 1.62511 0.62513  0.375
H: -1.95573 -0.92062 -0.94002  0.177
H: 2.10708 -1.67736 -0.25748  0.238
H: 0.97920 -1.12301 -1.57389  0.207
H: -0.50747 0.01525 1.54912  0.351
H: 2.68077 2.43424 0.33778  0.269

Forces on the atoms, in the same order (eV/Å):
3.66 -5.53 -1.84
-2.03 4.94 -0.08
-0.88 2.25 2.15
0.75 1.76 -1.20
0.98 1.64 1.27
0.08 0.54 -1.38
0.22 -0.80 4.29
1.93 -3.22 -3.18
0.31 0.36 -1.15
-1.81 0.51 0.25
-0.13 0.14 1.73
-1.58 0.37 -0.95
-1.49 -2.95 0.10

Structure (SMILES): [H]/N=C\NOCC#C
Energy above the lowest of the compared OMol25 structures with the same formula, charge and spin (kJ/mol): 716.45
LUMO level (eV): 0.9
Electronic energy (a.u.): -340.52203
Kohn-Sham gap (eV): 9.82
Strongest force on any atom (eV Å⁻¹): 6.88



The following is a DFT calculation (ωB97M-V/def2-TZVPD) of C4H6N2O as an isolated structure.

Last column: natural (NBO) charge in e.
Geometry (Å):
O: 0.27843 -0.80704 2.90121  -0.496
N: -1.37508 0.70828 -0.87708  -0.809
N: 0.64085 -1.79445 0.77691  -0.552
C: 1.04483 0.84548 -0.55728  -0.665
C: -0.25732 -1.26920 -0.10668  -0.130
C: -0.24698 0.08183 -0.35748  0.148
C: 0.48778 -1.11380 1.78295  0.872
H: 1.93032 0.23545 -0.36515  0.237
H: -1.12288 -1.88693 -0.34452  0.194
H: 1.07461 1.71362 0.10727  0.212
H: 1.11851 1.19896 -1.59215  0.228
H: -1.31913 1.72223 -0.86521  0.379
H: -2.25394 0.36560 -0.50278  0.382

Forces on the atoms, in the same order (eV/Å):
0.45 0.60 -1.52
-0.25 0.35 0.01
2.27 -0.97 1.21
-0.07 0.17 0.77
-2.50 2.75 -1.89
0.17 -1.46 -1.38
0.06 -1.41 2.96
-0.26 -0.01 0.09
0.08 0.08 -0.05
0.17 0.10 -0.11
-0.26 -0.06 0.14
-0.12 -0.36 -0.09
0.27 0.23 -0.13

Energy above the lowest of the compared OMol25 structures with the same formula, charge and spin (kJ/mol): 201.18
LUMO level (eV): 0.8
Electronic energy (a.u.): -340.71828
Kohn-Sham gap (eV): 8.69
Strongest force on any atom (eV Å⁻¹): 4.17



The following is a DFT calculation (ωB97M-V/def2-TZVPD) of a 2-piece molecular cluster, C4H6N2O overall.

Last column: natural (NBO) charge in e.
Geometry (Å):
O: 2.59457 -0.31647 -0.73122  -0.500
N: -2.28883 0.11368 0.16234  -0.266
N: -1.76058 1.20386 -0.40860  -0.332
C: 2.20905 -1.45708 -0.68072  0.277
C: -0.47340 1.42502 -0.05643  -0.050
C: -0.13385 0.41259 0.81078  -0.356
C: -1.30393 -0.37182 0.90620  -0.072
H: 0.09044 2.26367 -0.43970  0.224
H: 2.81305 -2.29679 -1.07779  0.107
H: 1.23283 -1.72460 -0.23177  0.117
H: 0.82359 0.26604 1.28908  0.237
H: -1.46938 -1.27085 1.48675  0.207
H: -2.33355 1.75276 -1.02894  0.407

Forces on the atoms, in the same order (eV/Å):
-0.12 -0.54 0.01
0.21 -0.03 0.09
0.00 0.14 -0.11
0.13 0.32 -0.02
-0.05 -0.05 0.04
-0.05 0.05 -0.01
-0.04 -0.06 0.06
-0.09 -0.14 0.05
-0.03 0.13 0.01
0.08 0.08 -0.05
-0.18 0.03 -0.07
0.02 0.14 -0.08
0.11 -0.07 0.09

Structure (SMILES): c1cn[nH]c1.C=O
Energy above the lowest of the compared OMol25 structures with the same formula, charge and spin (kJ/mol): 197.77
LUMO level (eV): 0.9
Electronic energy (a.u.): -340.71958
Kohn-Sham gap (eV): 10.25
Strongest force on any atom (eV Å⁻¹): 0.55



The following is a DFT calculation (ωB97M-V/def2-TZVPD) of a 2-piece molecular cluster, C4H6N2O overall.

Last column: natural (NBO) charge in e.
Geometry (Å):
O: -1.09498 -0.05284 0.89670  -0.491
N: 3.49807 0.48496 -0.89402  -0.317
N: -2.29217 0.63397 -0.93725  -0.700
C: 0.09000 -0.17772 0.22568  0.098
C: 2.57124 -0.19073 -1.00806  0.060
C: 1.17077 -0.23150 1.01644  -0.458
C: -2.24110 0.21139 0.24752  0.409
H: 1.14625 0.30702 1.94940  0.221
H: -0.01703 -0.13198 -0.85952  0.210
H: 2.00672 -0.89359 0.91224  0.224
H: 1.76080 -0.86451 -1.21817  0.223
H: -3.06556 -0.00886 0.92797  0.161
H: -3.25912 0.79380 -1.20549  0.359

Forces on the atoms, in the same order (eV/Å):
-0.25 0.56 0.33
-0.61 -0.46 -0.20
-0.02 0.00 0.29
0.10 0.03 0.39
1.20 0.40 -0.92
-0.54 -0.18 0.40
-0.22 0.28 -0.25
-0.54 -0.55 0.62
0.05 -0.82 0.25
0.44 0.58 -0.50
0.36 0.14 -0.13
-0.05 0.14 -0.17
0.07 -0.13 -0.11

Structure (SMILES): [H]/N=C/OC=C.C#N
Energy above the lowest of the compared OMol25 structures with the same formula, charge and spin (kJ/mol): 381.86
LUMO level (eV): 0.7
Electronic energy (a.u.): -340.64947
Kohn-Sham gap (eV): 9.90
Strongest force on any atom (eV Å⁻¹): 1.57



The following is a DFT calculation (ωB97M-V/def2-TZVPD) of one molecule with the formula C4H6N2O.

Last column: natural (NBO) charge in e.
Geometry (Å):
O: 0.48382 -1.86539 -0.28271  -0.698
N: -0.66387 -0.59575 1.14691  -0.361
N: -0.71163 -0.01955 -1.19443  -0.354
C: 0.13404 -0.46121 -0.01399  0.437
C: -1.85315 -0.42231 0.71116  0.017
C: 1.35540 0.41823 0.29805  -0.638
C: -1.90113 0.08248 -0.70573  0.006
H: 2.29108 0.19148 -0.33961  0.243
H: 1.70009 0.38334 1.32767  0.239
H: -2.74396 0.65359 -1.13681  0.212
H: -2.74697 -0.44248 1.33307  0.195
H: -0.31457 -2.39183 -0.34949  0.471
H: 1.11224 1.56071 0.04107  0.230

Forces on the atoms, in the same order (eV/Å):
1.51 1.51 -0.18
-2.48 0.15 0.15
-0.46 1.00 0.99
1.14 -2.40 -1.35
-0.78 1.43 0.92
1.06 2.13 -2.39
1.65 0.09 0.48
-1.76 0.06 0.71
-0.50 -0.31 0.09
0.45 -0.98 -0.22
0.23 -0.32 0.13
-0.36 0.18 0.07
0.29 -2.53 0.60

Structure (SMILES): CC1(O)N=CC=N1
Energy above the lowest of the compared OMol25 structures with the same formula, charge and spin (kJ/mol): 228.66
LUMO level (eV): -0.2
Electronic energy (a.u.): -340.70782
Kohn-Sham gap (eV): 10.06
Strongest force on any atom (eV Å⁻¹): 3.38



The following is a DFT calculation (ωB97M-V/def2-TZVPD) of one molecule with the formula C4H6N2O.

Last column: natural (NBO) charge in e.
Geometry (Å):
O: 0.67941 -1.44422 -1.15151  -0.463
N: -0.87002 1.48529 -0.29239  -0.410
N: -0.15564 0.95287 -1.34389  -0.306
C: 0.09634 -1.58124 0.04045  0.125
C: -0.02956 -0.70037 1.06889  -0.279
C: -0.12906 0.82188 0.85734  -0.319
C: 0.32062 -0.16619 -1.60404  0.323
H: -0.77596 0.96324 1.69576  0.209
H: -0.82010 2.46419 -0.27360  0.373
H: 1.12277 -0.28130 -2.44221  0.149
H: -0.41175 -1.02743 2.07425  0.224
H: 0.97963 1.00679 1.01688  0.207
H: -0.00667 -2.49351 0.35406  0.168

Forces on the atoms, in the same order (eV/Å):
-2.88 1.46 1.35
2.12 -5.72 1.37
-0.81 1.24 -1.62
1.23 3.10 3.43
-2.22 0.14 -2.75
0.06 -0.28 2.23
4.99 -0.35 -4.34
0.30 1.49 1.10
0.58 1.42 -0.22
-2.05 1.68 0.10
0.47 -0.01 -1.40
-1.32 1.45 -0.36
-0.47 -5.64 1.11

Structure (SMILES): C1=COC=NNC1
Energy above the lowest of the compared OMol25 structures with the same formula, charge and spin (kJ/mol): 570.98
LUMO level (eV): 0.9
Electronic energy (a.u.): -340.57744
Kohn-Sham gap (eV): 9.93
Strongest force on any atom (eV Å⁻¹): 6.62



The following is a DFT calculation (ωB97M-V/def2-TZVPD) of one molecule with the formula C4H6N2O.

Last column: natural (NBO) charge in e.
Geometry (Å):
O: 0.27543 -2.33969 1.36688  -0.674
N: 0.88957 0.91535 0.23097  -0.436
N: -0.39311 -0.81666 -0.22866  -0.547
C: -0.55941 1.33085 -1.56850  -0.642
C: 0.86448 0.11385 1.33711  -0.203
C: 0.14141 0.36678 -0.68622  0.305
C: 0.14917 -1.02846 1.01638  0.395
H: -1.26679 1.88999 -0.92656  0.222
H: 0.20615 2.04084 -1.88629  0.243
H: 0.53370 -2.44275 2.28608  0.493
H: -0.79428 -1.53766 -0.81414  0.420
H: 1.04984 0.65426 2.25740  0.218
H: -1.09615 0.85329 -2.38444  0.205

Forces on the atoms, in the same order (eV/Å):
-0.83 0.02 0.41
-0.43 0.42 0.45
0.67 -0.26 -0.20
-0.05 -0.01 -0.29
-0.19 0.33 -0.19
-0.58 0.68 0.73
0.70 -0.38 -0.47
0.15 -0.28 -0.44
-0.30 -0.04 -0.37
0.05 0.19 0.10
0.07 0.10 0.27
0.69 -1.00 0.26
0.05 0.22 -0.25

Structure (SMILES): Cc1ncc(O)[nH]1
Energy above the lowest of the compared OMol25 structures with the same formula, charge and spin (kJ/mol): 158.64
LUMO level (eV): 0.7
Electronic energy (a.u.): -340.73449
Kohn-Sham gap (eV): 8.58
Strongest force on any atom (eV Å⁻¹): 1.24